C37H31F6N3O8PS3Sm as an isolated structure in a non-equilibrium geometry, computed with ωB97M-V/def2-TZVPD.

Calculated values
Kohn-Sham gap (spin up / spin down): 0.251 / 0.265 Ha
relative energy (zero: lowest compared OMol25 entry of this formula, charge and spin): 465.6 kJ/mol
⟨S²⟩: 8.796
lowest unoccupied orbital energy (spin up / spin down): -0.1 / 0.3 eV
highest occupied orbital energy (spin up / spin down): -6.91 / -6.92 eV
energy: -4987.6404 Ha

ORCA input file:
```
! RIJCOSX wB97M-V def2-TZVPD def2/J DEFGRID3
* xyz 0 6
Sm -4.3709 -15.8724 12.9877
O -5.3728 -18.9242 15.8835
S -5.3314 -17.5279 15.4816
O -3.9643 -16.9482 15.3390
O -5.9974 -17.1791 14.2010
C -6.4082 -16.6846 16.5953
C -7.6102 -17.3192 16.9253
C -8.4317 -16.7580 17.9127
C -8.0962 -15.5432 18.4537
C -6.8907 -14.8868 18.1904
C -6.0267 -15.4899 17.2389
P -4.4653 -14.7588 16.8892
C -3.5118 -15.2472 18.3762
C -3.7519 -14.5912 19.6157
C -2.9118 -14.8937 20.6681
C -1.7809 -15.6937 20.5397
C -1.5933 -16.3902 19.3692
C -2.4035 -16.0933 18.2443
C -4.7661 -12.9821 17.0292
C -3.7884 -12.1594 17.6189
C -4.1553 -10.8982 18.0636
C -5.5068 -10.5324 18.0404
C -6.4264 -11.2941 17.3071
C -6.0720 -12.5193 16.7119
H -7.9137 -18.2684 16.4481
H -9.2994 -17.2893 18.3692
H -8.7877 -15.1666 19.2179
H -6.5643 -13.9636 18.6809
H -4.6430 -13.9307 19.7058
H -3.1374 -14.4591 21.6639
H -0.9803 -15.7254 21.2919
H -0.7899 -17.1967 19.3211
H -2.1561 -16.4879 17.2729
H -2.8058 -12.5731 17.7698
H -3.4519 -10.1821 18.4619
H -5.8668 -9.6598 18.6461
H -7.4219 -10.9004 17.2520
H -6.8397 -13.1324 16.2823
F -7.9019 -15.6212 9.8390
C -7.4325 -15.8249 11.0753
F -8.2718 -16.6644 11.6399
F -6.2200 -16.5405 10.8904
S -7.2829 -14.1794 12.0030
O -6.6825 -14.8133 13.1777
O -8.5504 -13.4778 12.1177
N -6.1883 -13.3562 11.1800
S -4.6255 -13.3759 11.4292
O -4.2450 -13.3388 12.8867
O -3.9090 -14.4946 10.9011
C -3.8985 -11.9367 10.4903
F -4.2814 -11.8434 9.1572
F -2.5416 -12.1488 10.5245
F -4.2119 -10.8212 11.1650
C 1.4336 -18.2310 13.3492
N 0.6905 -17.0938 12.7149
N -0.7162 -17.0545 12.5941
C -1.0398 -15.7829 12.9554
O -2.2231 -15.3616 13.0532
C 0.0929 -14.9391 13.0713
C 1.1368 -15.7933 12.9576
C 2.5945 -15.4881 12.9061
C -1.5516 -18.1414 12.1328
C -0.8644 -19.0629 11.1471
C -2.2283 -20.6986 10.7044
C -3.6882 -20.7869 10.8825
C -4.2752 -20.1235 11.8413
C -3.4981 -19.1378 12.7035
H 0.8560 -19.1297 13.3362
H 1.5914 -17.9456 14.3960
H 2.4029 -18.3932 12.8473
H 0.0793 -13.8567 13.0788
H 2.6966 -14.3872 12.7358
H 3.1224 -16.0788 12.1107
H 2.9903 -15.6978 13.9213
H 0.2126 -18.9913 10.8843
H -1.7169 -21.5208 10.1840
H -4.1977 -21.5546 10.2728
H -5.3304 -20.3153 12.1676
H -4.0465 -18.8568 13.5990
C -1.7935 -19.3962 9.9520
C -2.8327 -18.4509 9.5295
C -3.4592 -17.7536 10.4948
C -3.0282 -17.8537 11.8638
C -2.0097 -19.4168 12.9686
C -1.3615 -20.3139 11.9289
H -1.1441 -19.6891 9.1082
H -3.2133 -18.4099 8.5147
H -4.2669 -17.0514 10.2663
H -1.7934 -19.4801 14.0118
H -0.6215 -21.0251 12.1593
*
```